No. 1
Below is a molecular structure, C46H41NO2OsSb2, with properties calculated with wB97M-V/def2-TZVPD.

Atoms and positions in Å:
Os (-0.39793, 0.35328, 0.86634)
C (-0.78011, 0.79876, 5.10549)
C (0.37851, 1.48211, 5.45636)
C (1.33615, 1.70518, 4.48458)
C (1.12534, 1.25266, 3.18402)
N (-0.01453, 0.59105, 2.85078)
C (-0.93362, 0.37909, 3.79958)
C (2.04001, 1.43995, 2.06284)
C (3.33999, 1.92724, 2.18503)
C (4.14178, 2.04488, 1.06419)
C (3.62538, 1.74719, -0.18888)
C (2.31673, 1.30625, -0.32182)
C (1.51039, 1.08593, 0.79446)
H (-1.55190, 0.59286, 5.82826)
H (0.52671, 1.83095, 6.46655)
H (2.24220, 2.23742, 4.72529)
H (-1.83188, -0.14778, 3.50121)
H (3.72947, 2.21529, 3.14866)
H (5.15852, 2.39536, 1.15819)
H (4.24418, 1.86736, -1.06562)
H (1.92484, 1.14841, -1.31662)
C (1.95367, -4.88628, -0.31141)
C (0.44408, -5.00918, -0.46487)
C (-0.24348, -3.92653, -1.28076)
Sb (-1.20185, -2.26985, -0.17123)
C (-2.57005, -3.42822, 1.02757)
C (-2.86095, -3.05499, 2.32997)
C (-3.78506, -3.77382, 3.07083)
C (-4.43846, -4.85177, 2.49660)
C (-4.16987, -5.20631, 1.18324)
C (-3.22429, -4.50594, 0.45275)
C (-2.64046, -1.80167, -1.69131)
C (-3.97995, -1.71774, -1.33832)
C (-4.94124, -1.52117, -2.31483)
C (-4.56142, -1.37969, -3.64004)
C (-3.21944, -1.42562, -3.98600)
C (-2.25687, -1.63530, -3.01393)
Sb (2.88477, -2.96863, 0.26495)
C (1.80632, -2.32809, 2.08046)
C (2.52867, -1.54904, 2.97366)
C (2.06589, -1.38311, 4.27023)
C (0.89486, -1.99855, 4.67959)
C (0.19364, -2.80231, 3.79569)
C (0.65949, -2.98133, 2.50282)
C (2.64108, -2.08495, -1.74947)
C (1.62730, -1.23731, -2.14376)
C (1.54339, -0.85786, -3.47689)
C (2.47096, -1.31846, -4.39587)
C (3.49028, -2.16317, -3.98925)
C (3.58027, -2.54162, -2.65979)
H (2.43485, -5.08371, -1.27049)
H (2.31701, -5.62023, 0.40776)
H (-0.03847, -5.13446, 0.50696)
H (0.28497, -5.95334, -0.99635)
H (-1.09332, -4.34401, -1.82057)
H (0.43701, -3.50409, -2.01688)
H (-2.35721, -2.19746, 2.75934)
H (-3.99947, -3.48733, 4.09028)
H (-5.15721, -5.41647, 3.07022)
H (-4.70169, -6.02517, 0.72168)
H (-3.00368, -4.79237, -0.56633)
H (-4.27172, -1.82225, -0.30081)
H (-5.98631, -1.49772, -2.04134)
H (-5.31060, -1.24415, -4.40625)
H (-2.92360, -1.32383, -5.01941)
H (-1.21145, -1.69387, -3.28883)
H (3.46047, -1.08624, 2.67378)
H (2.64076, -0.80279, 4.97531)
H (0.56071, -1.89439, 5.70060)
H (-0.68214, -3.34683, 4.11861)
H (0.14984, -3.68080, 1.85624)
H (0.89973, -0.86569, -1.43057)
H (0.74114, -0.20434, -3.79117)
H (2.39746, -1.02418, -5.43053)
H (4.21435, -2.52963, -4.69983)
H (4.37832, -3.19709, -2.33645)
C (-4.67439, 1.58157, 0.91885)
C (-3.23886, 1.41837, 0.52771)
O (-2.55469, 0.57280, 1.13404)
C (-2.72328, 2.21651, -0.56361)
C (-3.35944, 3.41278, -0.92963)
C (-2.94228, 4.15176, -2.01102)
C (-1.89911, 3.67884, -2.80844)
C (-1.25491, 2.50959, -2.48801)
C (-1.59470, 1.77074, -1.33184)
O (-0.88965, 0.71227, -1.04801)
H (-5.00045, 0.72771, 1.50957)
H (-5.30119, 1.70643, 0.04039)
H (-4.77996, 2.46976, 1.54146)
H (-4.17128, 3.78541, -0.32481)
H (-3.41618, 5.09321, -2.23932)
H (-1.58390, 4.25740, -3.66270)
H (-0.41798, 2.16041, -3.07389)

Results
E_HOMO (alpha / beta), eV: -12.6 / -12.9
Energy above the lowest of the compared OMol25 structures with the same formula, charge and spin, kcal/mol: 11.61
Charge: +2
Gap between HOMO and LUMO (alpha / beta), eV: 7.42 / 4.22
2S+1: 5

Atomic partial charges in e from the Löwdin method, atoms 1 to 8: number 1, Os, carries 1.386; number 2, C, carries -0.030; number 3, C, carries -0.013; number 4, C, carries 0.012; number 5, C, carries -0.231; number 6, N, carries -0.088; number 7, C, carries -0.117; number 8, C, carries -0.218

=====

No. 2
Below is a molecular structure, C46H42BrN8O2P3W, with properties calculated with wB97M-V/def2-TZVPD.

Atoms and positions in Å:
W (0.26617, 0.26377, 0.34015)
C (-1.00293, 2.47058, 2.40766)
P (-0.07821, 0.92991, 2.71098)
C (-1.11899, -0.15915, 3.70690)
C (-2.31103, 0.29425, 4.26733)
C (-2.99596, -0.50469, 5.17049)
C (-2.49807, -1.75248, 5.51181)
C (-1.32645, -2.21848, 4.93154)
C (-0.63729, -1.42793, 4.02805)
C (1.37544, 1.29677, 3.70794)
C (2.40725, 0.36026, 3.76458)
C (3.53046, 0.61141, 4.53531)
C (3.62916, 1.80066, 5.24628)
C (2.60097, 2.73078, 5.19850)
C (1.47079, 2.48086, 4.43455)
C (-1.98344, 2.10501, 1.33539)
C (-3.16595, 2.65607, 0.92691)
C (-3.66189, 1.84246, -0.13267)
C (-2.75455, 0.83655, -0.32611)
C (-2.76157, -0.40772, -1.15603)
P (-1.44692, -1.42689, -0.40700)
C (-0.98170, -2.69446, -1.61234)
C (0.33079, -2.93980, -1.99742)
C (0.62677, -3.96399, -2.88591)
C (-0.39568, -4.73729, -3.41284)
C (-1.71395, -4.49088, -3.04688)
C (-2.00583, -3.48480, -2.14292)
C (-2.21693, -2.37882, 0.91553)
C (-3.32413, -1.88514, 1.60336)
C (-3.97250, -2.69222, 2.52575)
C (-3.51735, -3.98037, 2.76502)
C (-2.39499, -4.46023, 2.10372)
C (-1.73853, -3.66230, 1.18293)
N (-1.70719, 0.98430, 0.57201)
H (-0.28094, 3.23024, 2.08949)
H (-1.48833, 2.84389, 3.30968)
H (-2.71527, 1.26542, 4.01724)
H (-3.91470, -0.14465, 5.61345)
H (-3.02789, -2.36782, 6.22702)
H (-0.94539, -3.19810, 5.18659)
H (0.27694, -1.79889, 3.58072)
H (2.32698, -0.57408, 3.21895)
H (4.32457, -0.12119, 4.59007)
H (4.50554, 1.99797, 5.84839)
H (2.67507, 3.65099, 5.76172)
H (0.67408, 3.21345, 4.40911)
H (-3.64572, 3.52525, 1.34609)
H (-4.60270, 1.96362, -0.64462)
H (-2.51561, -0.24980, -2.21046)
H (-3.72323, -0.92457, -1.13031)
H (1.13882, -2.33697, -1.60463)
H (1.65530, -4.16609, -3.15409)
H (-0.16779, -5.53990, -4.10100)
H (-2.51262, -5.09667, -3.45209)
H (-3.03222, -3.32725, -1.83293)
H (-3.68878, -0.88077, 1.42410)
H (-4.83929, -2.31449, 3.05097)
H (-4.03659, -4.61204, 3.47357)
H (-2.03546, -5.46186, 2.29764)
H (-0.87034, -4.04439, 0.66085)
Br (3.08980, 2.92683, 1.12999)
C (3.47494, 1.19521, 0.51909)
C (4.82683, 0.93976, 0.29786)
C (5.24777, -0.34875, 0.04530)
C (4.30681, -1.36816, 0.10977)
C (2.99327, -1.03593, 0.32945)
N (2.53089, 0.24244, 0.43818)
C (1.99477, -2.12014, 0.65423)
O (2.31204, -3.27904, 0.66501)
O (0.81843, -1.63877, 0.96736)
H (5.52721, 1.75864, 0.36617)
H (6.29379, -0.56105, -0.12785)
H (4.56331, -2.41626, 0.04671)
N (0.42278, 2.19647, -0.33763)
C (0.54203, 3.31519, -0.66285)
C (0.77678, 4.57878, -1.11545)
C (0.03350, 5.69232, -0.64178)
N (-0.56251, 6.59038, -0.24253)
C (1.80245, 4.65149, -2.08811)
N (2.61719, 4.53071, -2.89769)
C (0.58706, 2.78396, -4.81510)
N (1.77268, 1.81214, -4.62193)
C (1.57086, 0.63804, -5.58839)
N (0.30517, 0.02545, -5.37872)
C (-0.77316, 0.99380, -5.55762)
N (-0.64383, 2.10878, -4.62680)
C (-0.87878, 1.72751, -3.23947)
P (0.34963, 0.45360, -2.64625)
C (1.88640, 1.32628, -3.20905)
C (0.20773, -0.69352, -4.10965)
H (0.67748, 3.15180, -5.83741)
H (0.73331, 3.59991, -4.11008)
H (2.63052, 2.31752, -4.85673)
H (2.38929, -0.06250, -5.42330)
H (1.63595, 1.05710, -6.59268)
H (-1.73045, 0.49825, -5.40414)
H (-0.73988, 1.37846, -6.57787)
H (-1.88629, 1.32276, -3.14395)
H (-0.83846, 2.61581, -2.61030)
H (2.74344, 0.65169, -3.15318)
H (2.08745, 2.19228, -2.57891)
H (-0.74649, -1.22195, -4.06202)
H (0.98814, -1.45468, -4.05978)

Results
E_HOMO (alpha / beta), eV: -12.8 / -12.8
Energy above the lowest of the compared OMol25 structures with the same formula, charge and spin, kcal/mol: 9.15
Charge: +2
Gap between HOMO and LUMO (alpha / beta), eV: 7.13 / 6.47
2S+1: 3

Atomic partial charges in e from the Löwdin method, atoms 1 to 8: number 1, W, carries 1.267; number 2, C, carries -0.249; number 3, P, carries 1.015; number 4, C, carries -0.327; number 5, C, carries -0.070; number 6, C, carries -0.060; number 7, C, carries -0.061; number 8, C, carries -0.058

=====

No. 3
Below is a molecular structure, C46H42F4LaN5O2P2, with properties calculated with wB97M-V/def2-TZVPD.

Atoms and positions in Å:
La (0.13036, -0.23665, -0.06164)
C (-0.05733, -3.53368, -1.42854)
N (0.99547, -2.53430, -1.16407)
C (2.03023, -3.19380, -0.34456)
C (1.59052, -2.14068, -2.47108)
C (2.26482, -0.77042, -2.45812)
N (1.31320, 0.22789, -1.96663)
C (1.19976, 1.43296, -2.58352)
C (0.03783, 2.19136, -2.35630)
F (-0.89552, 1.64774, -1.46279)
C (-0.24210, 3.40349, -2.93940)
F (-1.40276, 4.00576, -2.64802)
C (0.66034, 3.98235, -3.80290)
C (1.84366, 3.29620, -4.02766)
F (2.75945, 3.83810, -4.82114)
C (2.12015, 2.07765, -3.43808)
F (3.33063, 1.53224, -3.63983)
H (0.34668, -4.37984, -1.99498)
H (-0.86612, -3.08196, -1.99684)
H (-0.45752, -3.91072, -0.48588)
H (2.42420, -4.07500, -0.86212)
H (1.60576, -3.51606, 0.60830)
H (2.85393, -2.51518, -0.15192)
H (0.78978, -2.10776, -3.21046)
H (2.32211, -2.89331, -2.78767)
H (2.58444, -0.56903, -3.47878)
H (3.16845, -0.79064, -1.84204)
H (0.47208, 4.93523, -4.27476)
C (5.45988, -2.12555, 2.50586)
C (5.29881, -1.51876, 1.26676)
C (4.14828, -0.80276, 0.99439)
C (3.16469, -0.66902, 1.97469)
C (3.34174, -1.25103, 3.23224)
C (4.48093, -1.98932, 3.48516)
N (2.06314, 0.15713, 1.66156)
N (1.73495, 0.89081, 2.62184)
C (0.81184, 1.91629, 2.41976)
C (0.82135, 2.90121, 3.40222)
C (0.03776, 4.02984, 3.23138)
C (-0.73445, 4.12533, 2.08629)
C (-0.70446, 3.08528, 1.16864)
N (0.03936, 1.98950, 1.32038)
H (6.35236, -2.70103, 2.71128)
H (6.07497, -1.59775, 0.51760)
H (4.03395, -0.27206, 0.05698)
H (2.56993, -1.13270, 3.98075)
H (4.61879, -2.45533, 4.45123)
H (1.47030, 2.76987, 4.25619)
H (0.04178, 4.82181, 3.96775)
H (-1.35330, 4.99051, 1.89283)
H (-1.29524, 3.15604, 0.26188)
O (-1.85584, -1.16212, -0.86668)
P (-3.23084, -0.54308, -0.73755)
C (-3.31685, 0.35017, 0.86895)
P (-2.49175, -0.62871, 2.19937)
O (-1.01437, -0.77688, 1.90918)
C (-3.31043, -2.21688, 2.27408)
C (-2.55557, -3.37400, 2.10941)
C (-3.17111, -4.61176, 2.20745)
C (-4.53209, -4.68717, 2.46382)
C (-5.28540, -3.53069, 2.63321)
C (-4.67557, -2.29230, 2.54706)
C (-2.78891, 0.24530, 3.74202)
C (-2.95185, 1.62848, 3.77191)
C (-3.12823, 2.27507, 4.98446)
C (-3.14339, 1.54445, 6.16487)
C (-2.97736, 0.16590, 6.13754)
C (-2.80256, -0.48677, 4.92848)
C (-4.54878, -1.75476, -0.79906)
C (-4.25904, -3.08928, -1.05643)
C (-5.29777, -3.99469, -1.21102)
C (-6.61317, -3.56739, -1.10709)
C (-6.90193, -2.23120, -0.85510)
C (-5.87094, -1.32049, -0.70963)
C (-3.56858, 0.64404, -2.04167)
C (-4.20367, 1.86280, -1.82782)
C (-4.47112, 2.69435, -2.90418)
C (-4.10954, 2.30776, -4.18663)
C (-3.47819, 1.08894, -4.40164)
C (-3.20987, 0.25276, -3.33205)
H (-4.35198, 0.55748, 1.14597)
H (-2.78633, 1.29952, 0.75394)
H (-1.49095, -3.28750, 1.92949)
H (-2.58920, -5.51702, 2.09352)
H (-5.01200, -5.65396, 2.54243)
H (-6.34385, -3.59942, 2.84585)
H (-5.25131, -1.38698, 2.70875)
H (-2.94861, 2.20490, 2.85431)
H (-3.26354, 3.34859, 5.00853)
H (-3.29476, 2.04923, 7.10964)
H (-2.99179, -0.39972, 7.05930)
H (-2.68237, -1.56357, 4.90092)
H (-3.22700, -3.40622, -1.14176)
H (-5.08021, -5.03395, -1.41995)
H (-7.42259, -4.27412, -1.23492)
H (-7.93007, -1.90058, -0.79236)
H (-6.09271, -0.26970, -0.55244)
H (-4.48957, 2.17134, -0.82823)
H (-4.95978, 3.64560, -2.74161)
H (-4.32195, 2.95962, -5.02346)
H (-3.20342, 0.79052, -5.40445)
H (-2.71756, -0.70122, -3.48523)

Results
E_HOMO, eV: -12.2
Energy above the lowest of the compared OMol25 structures with the same formula, charge and spin, kcal/mol: 23.79
Charge: +2
Gap between HOMO and LUMO, eV: 5.82
2S+1: 1

Atomic partial charges in e from the Löwdin method, atoms 1 to 8: number 1, La, carries 2.061; number 2, C, carries -0.097; number 3, N, carries -0.357; number 4, C, carries -0.074; number 5, C, carries -0.182; number 6, C, carries -0.214; number 7, N, carries -0.220; number 8, C, carries -0.201

=====

No. 4
Below is a molecular structure, C46H42FN5O3PSSiV, with properties calculated with wB97M-V/def2-TZVPD.

Atoms and positions in Å:
V (-0.05736, 0.64396, 0.02106)
C (3.05840, 3.31146, 0.96947)
Si (2.67730, 1.54616, 1.48432)
C (3.41517, 0.46225, 0.16331)
C (3.47062, 1.14116, 3.12323)
N (0.94789, 1.23785, 1.58257)
C (0.26163, 1.72724, 2.71148)
C (0.44383, 3.01026, 3.24014)
C (-0.25406, 3.45278, 4.35397)
C (-1.16585, 2.62337, 4.98865)
C (-1.35583, 1.33556, 4.50645)
C (-0.64346, 0.91990, 3.40431)
F (-0.79906, -0.35690, 2.99553)
H (4.02908, 3.34486, 0.46779)
H (3.10293, 4.01649, 1.80196)
H (2.30685, 3.66580, 0.25774)
H (4.46113, 0.75534, 0.03081)
H (2.91781, 0.60657, -0.79792)
H (3.40641, -0.59802, 0.41915)
H (4.55381, 1.26820, 3.05083)
H (3.27336, 0.09855, 3.38448)
H (3.10850, 1.76787, 3.93937)
H (1.13716, 3.68327, 2.74878)
H (-0.08540, 4.45691, 4.72017)
H (-1.71877, 2.96669, 5.85181)
H (-2.03848, 0.64085, 4.97682)
N (1.48874, -2.43162, 1.59482)
C (2.35640, -3.10076, 0.74079)
C (3.24120, -4.03831, 1.28919)
C (4.06913, -4.79355, 0.48519)
C (4.04146, -4.63977, -0.89622)
C (3.17671, -3.71366, -1.44615)
C (2.33180, -2.92832, -0.65666)
P (1.17998, -1.73942, -1.42981)
C (2.09998, -1.21439, -2.93632)
C (3.46459, -0.92449, -2.86587)
C (4.14481, -0.43569, -3.97066)
C (3.47618, -0.22273, -5.16905)
C (2.12423, -0.51444, -5.25404)
C (1.44275, -1.00893, -4.14913)
C (-0.15689, -2.80985, -2.08616)
C (-0.15227, -4.19258, -1.92009)
C (-1.22052, -4.95761, -2.37285)
C (-2.29493, -4.35246, -3.00620)
C (-2.30737, -2.97467, -3.17467)
C (-1.25612, -2.20782, -2.70154)
H (1.76030, -2.41761, 2.56515)
H (1.13521, -1.54033, 1.28330)
H (3.26105, -4.17063, 2.36478)
H (4.74246, -5.50991, 0.93853)
H (4.68458, -5.23359, -1.53100)
H (3.14732, -3.58451, -2.52202)
H (4.00682, -1.09788, -1.94585)
H (5.20405, -0.22453, -3.89390)
H (4.00755, 0.16343, -6.02946)
H (1.57922, -0.35865, -6.17616)
H (0.39078, -1.22572, -4.25652)
H (0.67961, -4.67864, -1.42826)
H (-1.20729, -6.03082, -2.23152)
H (-3.12341, -4.95107, -3.36283)
H (-3.14260, -2.48830, -3.66174)
H (-1.30497, -1.13006, -2.80207)
C (-1.28707, 5.91534, -1.35499)
C (-2.10700, 5.08977, -2.11501)
C (-2.29299, 3.76583, -1.75523)
C (-1.64445, 3.27529, -0.62903)
C (-0.80781, 4.08524, 0.12468)
C (-0.64019, 5.41281, -0.23334)
N (-1.74001, 1.89708, -0.26750)
N (-2.81145, 1.32881, -0.54629)
C (-2.81878, -0.05299, -0.28644)
C (-4.04175, -0.69929, -0.44634)
C (-4.12847, -2.04487, -0.13902)
C (-3.00071, -2.71494, 0.32373)
C (-1.78159, -2.05726, 0.44369)
C (-1.64795, -0.70911, 0.12312)
H (-1.14392, 6.94839, -1.64417)
H (-2.58810, 5.46984, -3.00631)
H (-2.89126, 3.10106, -2.36106)
H (-0.30422, 3.67227, 0.98940)
H (0.00310, 6.05213, 0.35739)
H (-4.89643, -0.13512, -0.79719)
H (-5.06803, -2.57003, -0.24985)
H (-3.06634, -3.76591, 0.57777)
H (-0.92405, -2.62200, 0.79338)
O (-1.15990, 0.33219, -5.50261)
S (-1.13048, 1.54038, -4.72701)
O (-2.22504, 2.46026, -4.85715)
N (-0.88203, 1.18015, -3.14275)
C (0.27262, 1.63088, -2.74288)
O (0.72030, 1.48925, -1.55433)
C (1.09081, 2.33437, -3.76254)
C (2.35605, 2.87181, -3.63231)
C (2.92567, 3.45895, -4.75630)
C (2.23910, 3.50185, -5.96725)
C (0.96459, 2.95513, -6.09127)
C (0.41874, 2.37768, -4.96660)
H (2.88001, 2.82196, -2.68640)
H (3.91776, 3.88622, -4.69291)
H (2.70535, 3.96680, -6.82593)
H (0.42845, 2.97918, -7.03021)

Results
E_HOMO (alpha / beta), eV: -8.1 / -8.3
Energy above the lowest of the compared OMol25 structures with the same formula, charge and spin, kcal/mol: 0.00
Gap between HOMO and LUMO (alpha / beta), eV: 7.26 / 7.43
2S+1: 3

Atomic partial charges in e from the Löwdin method, atoms 1 to 8: number 1, V, carries 0.886; number 2, C, carries -0.163; number 3, Si, carries 0.400; number 4, C, carries -0.172; number 5, C, carries -0.155; number 6, N, carries -0.178; number 7, C, carries -0.313; number 8, C, carries -0.065